No. 1
# C33H37MgN8OS3

A structure of composition C33H37MgN8OS3 (ωB97M-V/def2-TZVPD, the OMol25 dataset).

```
! RIJCOSX wB97M-V def2-TZVPD def2/J DEFGRID3
* xyz -1 1
Mg -0.75 0.31 0.73
C -1.16 4.48 2.36
C 0.14 4.80 1.87
C 0.98 3.86 1.39
C 0.60 2.40 1.33
N -0.79 2.15 1.81
C -1.53 3.15 2.25
C 1.45 1.45 2.19
C 2.64 1.63 2.88
C 3.23 0.51 3.46
C 2.63 -0.74 3.38
C 1.41 -0.82 2.71
N 0.89 0.25 2.16
C 0.54 -2.01 2.52
C 0.85 -3.26 3.04
C -0.03 -4.31 2.82
C -1.19 -4.08 2.11
C -1.43 -2.80 1.62
N -0.59 -1.78 1.81
H -1.84 5.22 2.75
H 0.47 5.83 1.86
H 1.93 4.17 0.97
H -2.53 2.86 2.57
H 3.10 2.61 2.95
H 4.18 0.61 3.97
H 3.10 -1.62 3.81
H 1.77 -3.40 3.58
H 0.19 -5.29 3.20
H -1.91 -4.85 1.88
H -2.31 -2.60 1.02
N 0.61 1.73 0.00
C 1.77 1.56 -0.69
C 1.75 0.72 -1.83
C 2.87 0.47 -2.60
C 4.11 1.04 -2.28
C 4.17 1.85 -1.15
C 3.05 2.11 -0.38
H 0.83 0.22 -2.09
H 2.78 -0.19 -3.45
H 4.99 0.84 -2.88
H 5.11 2.30 -0.86
H 3.17 2.75 0.48
C -4.75 2.80 -3.67
C -3.69 3.29 -2.69
N -3.62 2.51 -1.47
C -4.54 2.86 -0.40
C -5.68 1.86 -0.22
C -2.72 1.50 -1.29
C -1.78 1.18 -2.42
N -2.59 0.85 -0.19
H -4.71 3.38 -4.60
H -5.75 2.91 -3.24
H -4.59 1.75 -3.91
H -3.89 4.33 -2.40
H -2.71 3.31 -3.16
H -4.95 3.84 -0.63
H -3.98 2.98 0.53
H -6.34 1.86 -1.09
H -6.28 2.12 0.66
H -5.31 0.84 -0.09
H -0.92 1.85 -2.37
H -2.25 1.25 -3.39
H -1.44 0.16 -2.29
H -3.22 1.18 0.54
C -2.25 -6.17 -2.49
O -1.78 -4.83 -2.45
C -2.37 -3.94 -1.61
S -3.68 -4.44 -0.66
S -1.68 -2.41 -1.68
H -1.60 -6.67 -3.21
H -3.29 -6.21 -2.82
H -2.18 -6.64 -1.51
S 2.02 -2.43 -0.44
C 3.58 -2.70 0.00
N 4.55 -2.85 -0.99
C 5.86 -2.96 -0.75
C 6.31 -2.98 0.53
C 5.30 -2.90 1.53
N 4.02 -2.78 1.30
H 4.20 -2.79 -1.94
H 6.51 -3.02 -1.62
H 7.35 -3.06 0.78
H 5.59 -2.94 2.57
*
```

Orbital gap in hartree: 0.19673
LUMO level in eV: 2.06
Relative energy (zero: lowest compared OMol25 entry of this formula, charge and spin) in kJ/mol: 97.76
Calculated total energy in eV: -86743.662

=====

No. 2
# C33H37N2O4P

A cluster of 2 separate species, C33H37N2O4P in total at a distorted geometry (ωB97M-V/def2-TZVPD, the OMol25 dataset).

```
! RIJCOSX wB97M-V def2-TZVPD def2/J DEFGRID3
* xyz 0 1
C 4.67 -1.51 6.26
C 3.78 -0.93 5.18
C 3.90 0.41 4.81
C 3.10 0.97 3.82
C 3.23 2.43 3.48
C 2.15 0.16 3.17
N 1.33 0.73 2.13
P 2.03 1.44 0.73
H -1.61 -1.44 -1.17
N 0.49 2.06 0.33
C 0.30 3.04 -0.71
C -0.62 2.80 -1.75
C -1.34 1.48 -1.84
C -0.85 3.79 -2.70
C -0.20 5.02 -2.64
C -0.49 6.07 -3.68
C 0.70 5.24 -1.60
C 0.96 4.28 -0.63
C 1.91 4.59 0.50
C -0.51 1.73 1.25
C -0.03 0.97 2.26
C 2.01 -1.18 3.53
C 0.99 -2.04 2.85
C 2.84 -1.72 4.52
H 4.44 -2.57 6.42
H 5.73 -1.42 5.99
H 4.53 -0.97 7.20
H 4.65 1.05 5.30
H 2.27 2.94 3.34
H 3.74 2.91 4.32
H 3.85 2.59 2.58
H -2.20 1.60 -2.50
H -0.70 0.70 -2.28
H -1.69 1.15 -0.86
H -1.58 3.59 -3.50
H 0.08 6.98 -3.48
H -0.24 5.72 -4.69
H -1.56 6.33 -3.68
H 1.23 6.20 -1.54
H 2.21 5.64 0.35
H 1.45 4.51 1.49
H 2.83 4.01 0.49
H -1.49 2.15 1.16
H -0.56 0.65 3.14
H 1.06 -3.06 3.22
H -0.02 -1.67 3.02
H 1.16 -2.08 1.76
H 2.74 -2.78 4.78
C -3.54 -0.73 -3.99
C -3.24 -2.08 -4.65
C -4.11 -2.30 -5.89
O -1.87 -2.21 -5.01
C -1.03 -2.09 -3.93
O 0.03 -1.52 -4.03
C -1.53 -2.69 -2.70
C -0.97 -2.24 -1.44
C -0.95 -3.19 -0.24
C -1.91 -2.99 0.74
C -2.02 -3.87 1.83
C -1.09 -4.92 1.95
C -0.06 -5.06 1.02
C 0.03 -4.17 -0.08
C -2.79 -3.42 -2.71
O -3.17 -4.20 -1.85
O -3.60 -3.20 -3.79
H -3.07 -0.61 -3.00
H -3.18 0.07 -4.66
H -4.62 -0.63 -3.90
H -3.94 -3.32 -6.25
H -5.16 -2.18 -5.60
H -3.85 -1.57 -6.66
H 0.05 -1.88 -1.62
H -2.58 -2.14 0.65
H -2.81 -3.72 2.55
H -1.23 -5.65 2.76
H 0.70 -5.84 1.15
H 0.85 -4.22 -0.80
*
```

Orbital gap in hartree: 0.12094
LUMO level in eV: -2.17
Relative energy (zero: lowest compared OMol25 entry of this formula, charge and spin) in kJ/mol: 102.29
Calculated total energy in eV: -55279.827

=====

No. 3
# C33H38AuN2O5P

A structure of composition C33H38AuN2O5P at a distorted geometry (ωB97M-V/def2-TZVPD, the OMol25 dataset).

```
! RIJCOSX wB97M-V def2-TZVPD def2/J DEFGRID3
* xyz 0 1
Au 0.22 -0.64 -0.14
C 5.89 -0.01 1.57
O 4.81 0.61 0.90
C 4.41 0.07 -0.28
C 5.09 -0.93 -0.97
C 4.62 -1.37 -2.20
C 3.48 -0.81 -2.76
C 2.79 0.17 -2.07
C 3.24 0.60 -0.83
N 2.50 1.63 -0.20
C 2.19 1.88 1.06
C 2.25 1.10 2.23
C 2.21 1.81 3.46
C 2.26 1.16 4.66
C 2.32 -0.26 4.66
C 2.30 -0.98 3.51
C 2.23 -0.35 2.22
O 2.10 -1.03 1.17
H 6.01 0.53 2.51
H 6.81 0.05 1.00
H 5.66 -1.06 1.78
H 5.98 -1.36 -0.55
H 5.17 -2.14 -2.72
H 3.12 -1.16 -3.72
H 1.87 0.59 -2.46
H 2.06 2.26 -0.86
H 1.78 2.88 1.19
H 2.16 2.89 3.43
H 2.26 1.71 5.59
H 2.36 -0.78 5.61
H 2.30 -2.07 3.52
C -0.18 -5.62 -1.14
C -0.60 -4.97 0.17
O -1.71 -4.09 -0.02
P -1.40 -2.56 -0.45
O -2.83 -1.88 -0.14
C -3.23 -1.69 1.23
C -4.31 -2.68 1.60
O -1.46 -2.57 -2.05
C -2.37 -1.84 -2.89
C -3.30 -2.81 -3.60
H 0.61 -6.35 -0.95
H 0.20 -4.87 -1.84
H -1.02 -6.12 -1.60
H 0.23 -4.42 0.62
H -0.94 -5.72 0.88
H -3.57 -0.66 1.31
H -2.36 -1.80 1.89
H -5.19 -2.52 0.98
H -4.59 -2.56 2.64
H -3.96 -3.70 1.44
H -1.75 -1.29 -3.60
H -2.92 -1.12 -2.30
H -2.73 -3.56 -4.15
H -3.93 -2.27 -4.30
H -3.93 -3.32 -2.88
N -0.34 1.05 -1.14
C -1.09 2.00 -0.77
C -1.17 3.20 -1.68
C -1.24 3.03 -3.06
C -1.21 4.12 -3.91
C -1.11 5.41 -3.39
C -1.04 5.59 -2.02
C -1.08 4.49 -1.17
C -1.92 2.07 0.49
C -1.50 1.49 1.68
C -2.27 1.57 2.83
C -3.50 2.21 2.80
C -3.94 2.79 1.61
C -3.15 2.72 0.47
H -1.29 2.02 -3.45
H -1.27 3.97 -4.98
H -1.09 6.26 -4.06
H -0.96 6.59 -1.61
H -1.05 4.65 -0.10
H -0.55 0.97 1.71
H -1.91 1.12 3.75
H -4.10 2.28 3.70
H -4.90 3.29 1.58
H -3.51 3.18 -0.44
*
```

Orbital gap in hartree: 0.23966
LUMO level in eV: -0.35
Relative energy (zero: lowest compared OMol25 entry of this formula, charge and spin) in kJ/mol: 179.91
Calculated total energy in eV: -61036.289

=====

No. 4
# C33H38BiF6N5O9S10Se

A structure of composition C33H38BiF6N5O9S10Se (ωB97M-V/def2-TZVPD, the OMol25 dataset).

```
! RIJCOSX wB97M-V def2-TZVPD def2/J DEFGRID3
* xyz -2 1
Bi -0.06 0.56 -1.16
F -3.34 0.59 -5.10
C -3.77 1.62 -4.38
F -4.38 1.15 -3.30
F -4.67 2.29 -5.11
S -2.36 2.73 -3.92
O -1.35 1.86 -3.37
O -2.03 3.42 -5.14
N -3.11 3.63 -2.90
S -2.59 4.12 -1.50
O -2.51 5.55 -1.42
O -1.53 3.34 -0.93
C -4.08 3.70 -0.50
F -4.41 2.42 -0.64
F -3.83 3.93 0.80
F -5.13 4.45 -0.84
C 1.45 1.46 4.63
N 2.51 1.76 3.71
C 2.32 2.15 2.42
Se 0.76 2.69 1.65
N 3.54 2.11 1.82
C 4.50 1.66 2.71
C 5.86 1.44 2.57
C 6.54 0.98 3.69
C 5.88 0.74 4.90
C 4.52 0.96 5.03
C 3.84 1.43 3.92
H 0.62 2.14 4.42
H 1.79 1.61 5.65
H 1.11 0.43 4.49
H 3.68 2.14 0.81
H 6.34 1.60 1.62
H 7.60 0.79 3.62
H 6.44 0.37 5.74
H 4.00 0.76 5.96
C -0.40 -3.13 -1.68
C -1.28 -2.24 -2.55
C -2.56 -2.97 -2.96
C -1.64 -0.93 -1.86
H -0.20 -4.08 -2.17
H -0.89 -3.34 -0.72
H 0.55 -2.66 -1.44
H -0.74 -2.01 -3.47
H -3.15 -3.23 -2.07
H -2.34 -3.89 -3.50
H -3.19 -2.34 -3.59
H -2.26 -1.14 -0.98
H -2.23 -0.30 -2.52
O -1.70 0.48 0.90
S -2.30 -0.79 1.44
C -4.08 -0.47 1.42
C -4.89 -1.43 0.85
C -6.26 -1.23 0.77
C -6.81 -0.05 1.26
C -5.99 0.92 1.83
C -4.62 0.71 1.91
C -2.17 -0.69 3.22
C -2.48 -1.82 3.97
C -2.48 -1.73 5.35
C -2.17 -0.52 5.97
C -1.84 0.58 5.21
C -1.82 0.51 3.82
H -4.44 -2.34 0.46
H -6.89 -1.98 0.31
H -7.87 0.12 1.18
H -6.42 1.84 2.19
H -3.98 1.47 2.33
H -2.71 -2.75 3.47
H -2.72 -2.60 5.95
H -2.18 -0.45 7.05
H -1.57 1.52 5.69
H -1.53 1.34 3.20
C 5.02 -1.97 0.89
N 4.60 -0.66 0.42
C 4.82 -0.15 -0.80
S 4.81 1.53 -1.10
N 5.17 -0.98 -1.80
C 4.62 -2.33 -1.94
H 5.20 -1.88 1.96
H 5.96 -2.24 0.40
H 4.26 -2.73 0.74
H 3.82 -0.27 0.94
H 5.33 -0.48 -2.66
H 3.67 -2.42 -1.40
H 5.31 -3.10 -1.60
H 4.42 -2.49 -3.00
O 1.98 -2.85 0.86
S 1.37 -1.57 1.20
O -0.01 -1.73 1.67
O 1.33 -0.76 -0.12
O 2.20 -0.79 2.13
C 1.23 2.18 -5.77
S -0.07 1.05 -6.30
C 0.50 -0.52 -5.76
C 1.10 -0.91 -4.61
S 1.67 0.00 -3.24
S 1.49 -2.63 -4.57
C 0.85 -3.11 -6.08
S 0.87 -4.66 -6.67
S 0.20 -1.78 -6.94
H 0.91 3.16 -6.13
H 2.19 1.91 -6.21
H 1.30 2.20 -4.69
*
```

Orbital gap in hartree: 0.24647
LUMO level in eV: 3.77
Relative energy (zero: lowest compared OMol25 entry of this formula, charge and spin) in kJ/mol: 0.00
Calculated total energy in eV: -256564.044

=====

No. 5
# C33H38Cl51F4NO7

A structure of composition C33H38Cl51F4NO7 at a distorted geometry (ωB97M-V/def2-TZVPD, the OMol25 dataset).

```
! RIJCOSX wB97M-V def2-TZVPD def2/J DEFGRID3
* xyz 0 1
C 1.64 0.38 -0.52
C 1.84 -0.56 -1.86
O 2.25 0.27 -2.99
C 1.30 0.23 -4.06
O 1.63 -0.09 -5.25
C -0.27 0.63 -3.82
C -0.66 2.00 -4.56
C -2.23 2.40 -4.45
C -2.71 2.89 -2.99
N -1.48 3.13 -2.12
C -1.07 4.36 -2.22
O -0.45 5.43 -2.47
O -3.07 4.31 -3.27
C -4.38 4.59 -2.75
O -4.97 5.68 -2.59
O -4.93 3.30 -2.49
C -3.99 2.16 -2.27
C -4.79 1.03 -3.09
C -4.13 -0.42 -3.15
C -5.34 -1.50 -2.88
F -3.58 -0.80 -4.45
C -4.01 2.15 -0.65
C -3.07 1.09 0.07
O -1.95 0.58 -0.67
C -2.42 1.86 1.37
F -1.62 3.00 0.99
F -3.39 2.23 2.35
F -1.50 0.93 2.01
H 0.94 -0.14 0.26
H 2.63 0.66 -0.03
H 1.11 1.35 -0.85
H 2.64 -1.33 -1.57
H 0.85 -1.12 -2.01
H -0.35 0.83 -2.68
H -0.96 -0.26 -4.12
H 0.06 2.83 -4.22
H -0.46 1.85 -5.70
H -2.81 1.53 -4.90
H -2.36 3.29 -5.19
H -4.90 1.41 -4.18
H -5.88 0.95 -2.70
H -3.33 -0.66 -2.38
H -6.09 -1.34 -3.75
H -4.93 -2.58 -2.93
H -5.83 -1.26 -1.87
H -5.13 1.97 -0.34
H -3.75 3.23 -0.32
H -3.67 0.22 0.51
H -1.10 1.04 -0.47
C -0.96 -4.25 -1.67
Cl 0.32 -4.44 -2.87
Cl -1.20 -2.54 -1.27
Cl -2.47 -4.97 -2.25
H -0.66 -4.78 -0.76
C -0.14 -7.25 1.81
Cl -0.39 -5.58 1.27
Cl 0.20 -8.31 0.44
Cl 1.16 -7.33 3.00
H -1.06 -7.59 2.29
C 1.22 -7.20 -5.85
Cl 1.74 -5.53 -6.14
Cl 0.59 -7.38 -4.21
Cl 0.00 -7.69 -7.04
H 2.09 -7.85 -5.96
C 1.52 6.47 -5.71
Cl 2.07 8.13 -5.98
Cl 0.86 6.28 -4.07
Cl 0.31 6.01 -6.92
H 2.38 5.81 -5.81
C -0.61 0.80 5.66
Cl -0.35 -0.94 5.50
Cl -1.87 1.35 4.55
Cl -1.03 1.21 7.33
H 0.32 1.31 5.41
C 4.77 -6.11 -3.24
Cl 3.04 -5.80 -3.01
Cl 5.02 -7.58 -4.19
Cl 5.55 -4.72 -4.01
H 5.22 -6.25 -2.26
C 4.31 -8.70 1.02
Cl 5.27 -10.18 1.11
Cl 4.95 -7.47 2.13
Cl 4.27 -8.08 -0.64
H 3.29 -8.93 1.32
C 2.83 3.02 7.75
Cl 3.97 1.68 8.00
Cl 3.68 4.57 7.80
Cl 1.97 2.83 6.22
H 2.10 3.00 8.56
C 6.11 -1.40 7.71
Cl 7.14 -1.87 9.06
Cl 7.08 -0.86 6.34
Cl 5.06 -2.74 7.24
H 5.48 -0.57 8.03
C -2.45 6.21 2.66
Cl -1.51 5.48 3.97
Cl -4.18 5.98 2.92
Cl -2.06 7.94 2.51
H -2.18 5.72 1.72
C 4.92 7.43 -3.29
Cl 6.35 6.92 -2.37
Cl 5.20 8.99 -4.07
Cl 4.48 6.20 -4.48
H 4.09 7.54 -2.59
C 0.20 -7.86 6.97
Cl 1.36 -9.17 7.21
Cl 1.01 -6.29 7.03
Cl -0.66 -8.06 5.44
H -0.53 -7.89 7.78
C -7.46 5.04 1.19
Cl -7.18 3.30 1.04
Cl -8.72 5.57 0.06
Cl -7.90 5.46 2.85
H -6.54 5.56 0.94
C 4.61 8.30 6.44
Cl 5.54 7.55 7.74
Cl 2.87 8.08 6.71
Cl 5.00 10.02 6.30
H 4.87 7.81 5.50
C 5.77 1.32 -0.25
Cl 6.28 2.99 -0.53
Cl 5.15 1.13 1.40
Cl 4.55 0.84 -1.43
H 6.63 0.67 -0.37
C -1.37 -1.28 10.65
Cl -2.60 -2.46 11.12
Cl -0.94 -1.48 8.95
Cl -1.94 0.37 10.97
H -0.48 -1.46 11.25
C -2.84 -7.57 -9.82
Cl -4.05 -8.77 -9.35
Cl -2.40 -7.77 -11.52
Cl -3.43 -5.93 -9.51
H -1.94 -7.74 -9.21
*
```

Orbital gap in hartree: 0.37534
LUMO level in eV: -0.10
Calculated total energy in eV: -700165.737